The following is a quantum chemistry calculation of the molecule C6H10, from the OMol25 dataset.

Properties
Multiplicity: 1
Highest occupied orbital energy: -9.538 eV
ΔE to the lowest compared entry with this formula, charge and spin: 127.9 kJ/mol
SMILES: C[C@H]1C[C@H]2C[C@H]21
Largest force on an atom: 0.3 eV/A

XYZ file:
```
16
C6H10 ωB97M-V with the def2-TZVPD basis set
C -1.26 0.64 1.19
C -0.42 -0.50 0.63
C -0.60 -0.82 -0.89
C 0.86 -0.47 -1.14
C 1.25 0.88 -0.61
C 1.08 -0.25 0.35
H -2.30 0.33 1.29
H -0.90 0.96 2.17
H -1.25 1.51 0.52
H -0.55 -1.40 1.24
H -0.77 -1.89 -1.05
H -1.37 -0.26 -1.43
H 1.50 -0.98 -1.85
H 0.57 1.73 -0.60
H 2.28 1.15 -0.81
H 1.89 -0.62 0.97
```